(1)
{
  "formula": "C24H27BIN6O2",
  "method": "ωB97M-V with the def2-TZVPD basis set",
  "charge": 1,
  "species": ["C", "O", "B", "O", "C", "C", "N", "C", "N", "I", "H", "H", "H", "H", "H", "H", "H", "N", "C", "C", "C", "C", "C", "H", "H", "H", "H", "H", "N", "C", "C", "C", "C", "C", "H", "H", "H", "H", "H", "N", "C", "C", "C", "C", "C", "H", "H", "H", "H", "H", "N", "C", "C", "C", "C", "C", "H", "H", "H", "H", "H"],
  "positions_angstrom": [[3.82193, 0.91625, 1.36941], [3.24382, 2.23024, 1.20366], [2.15789, 2.18046, 0.39455], [2.22747, 2.73488, -0.84310], [0.78539, 1.45529, 0.80059], [0.44876, 0.23259, 0.36915], [-0.79072, -0.05006, 0.89431], [-1.19289, 0.95240, 1.62623], [-0.25329, 1.88034, 1.60141], [-0.31698, 3.65880, 2.59331], [4.90328, 0.98432, 1.33000], [3.52288, 0.20453, 0.59908], [3.57667, 0.56238, 2.36810], [1.38469, 2.57386, -1.28564], [1.04995, -0.39094, -0.26201], [-1.30341, -0.91268, 0.72558], [-2.13325, 0.99454, 2.14114], [-3.27741, -2.37069, 1.05694], [-3.75811, -1.70653, 2.11329], [-4.08242, -2.30513, 3.31863], [-3.90248, -3.67355, 3.44000], [-3.40789, -4.38295, 2.35703], [-3.11138, -3.68908, 1.19560], [-3.89356, -0.63901, 1.97445], [-4.46796, -1.71349, 4.13726], [-4.14548, -4.18030, 4.36487], [-3.25546, -5.45165, 2.41064], [-2.72188, -4.20492, 0.32527], [4.30760, 3.86441, -5.92027], [3.78492, 4.51140, -4.88067], [3.41485, 3.89278, -3.69521], [3.59462, 2.52415, -3.58662], [4.13694, 1.83355, -4.65898], [4.47613, 2.54937, -5.79752], [3.66016, 5.58071, -5.01147], [2.99871, 4.46919, -2.88025], [3.32134, 2.00485, -2.68280], [4.29464, 0.76414, -4.61529], [4.90608, 2.05138, -6.65970], [5.53794, -2.38958, 0.49158], [6.65669, -1.89887, -0.04182], [6.92368, -1.89113, -1.40312], [5.97821, -2.42683, -2.26100], [4.80882, -2.94488, -1.72661], [4.63954, -2.89980, -0.35134], [7.37168, -1.49339, 0.66552], [7.84924, -1.47724, -1.77828], [6.14996, -2.44235, -3.32971], [4.04601, -3.37553, -2.36119], [3.73878, -3.29322, 0.10983], [-6.53871, 0.22123, 2.42314], [-6.93710, 1.48984, 2.31712], [-8.16747, 1.87070, 1.80716], [-9.03523, 0.87964, 1.37820], [-8.63998, -0.44386, 1.47819], [-7.38859, -0.71762, 2.00679], [-6.22689, 2.23383, 2.66241], [-8.43798, 2.91577, 1.74802], [-10.00550, 1.13526, 0.97257], [-9.28693, -1.24726, 1.15483], [-7.04027, -1.74049, 2.10679]],
  "forces_ev_per_angstrom": [[0.341, 0.115, 0.816], [-0.039, -0.490, -0.392], [0.210, 0.792, 0.160], [-0.625, -0.301, 0.370], [1.024, 0.582, -0.029], [-0.207, -0.210, -0.123], [0.306, -1.572, -0.897], [-0.648, 0.204, 0.495], [0.214, 0.795, 0.252], [-0.005, -0.077, -0.049], [0.096, 0.263, -0.179], [-0.149, -0.013, 0.010], [-0.185, -0.305, -0.055], [0.099, 0.359, -0.390], [-0.320, -0.476, -0.107], [-0.394, 0.010, 0.141], [-0.086, 0.099, 0.138], [0.355, 0.141, 0.265], [0.114, 0.056, -0.170], [-0.025, -0.011, 0.034], [-0.007, -0.044, 0.042], [-0.059, 0.046, 0.011], [0.038, 0.031, -0.192], [-0.184, -0.015, 0.067], [-0.044, 0.034, -0.047], [0.005, 0.003, -0.003], [0.006, 0.000, -0.029], [-0.007, -0.050, 0.031], [-0.043, -0.062, 0.123], [0.034, 0.062, -0.115], [-0.027, -0.025, -0.015], [0.073, -0.090, -0.173], [-0.027, 0.069, -0.001], [0.044, 0.044, -0.115], [-0.016, 0.003, 0.055], [0.031, 0.019, 0.006], [0.066, -0.029, 0.046], [0.018, 0.002, -0.022], [-0.007, -0.047, 0.028], [-0.060, 0.094, -0.161], [-0.012, 0.005, 0.152], [-0.032, -0.014, 0.001], [0.007, 0.012, -0.083], [0.001, 0.040, 0.017], [-0.024, 0.019, 0.123], [0.041, 0.006, -0.047], [0.010, -0.002, 0.023], [0.006, -0.009, 0.007], [0.001, -0.023, 0.016], [0.000, -0.049, -0.050], [-0.028, 0.081, -0.059], [0.100, -0.059, 0.044], [0.006, -0.018, -0.006], [-0.069, 0.012, -0.029], [0.006, 0.037, 0.013], [0.143, -0.062, 0.061], [-0.057, 0.052, 0.001], [0.017, 0.004, 0.009], [0.005, 0.000, 0.003], [0.015, -0.016, 0.011], [-0.049, -0.019, -0.035]]
}

***

(2)
{
  "formula": "C2H3I2NO2",
  "method": "ωB97M-V with the def2-TZVPD basis set",
  "charge": 0,
  "de_lowest_kcal_mol": 70.02,
  "species": ["O", "N", "O", "C", "I", "C", "I", "H", "H", "H"],
  "positions_angstrom": [[-0.77293, -1.67345, -0.85251], [-0.61521, -1.28616, 0.31521], [-0.60391, -1.88877, 1.35510], [-0.36473, 0.14677, 0.49356], [-2.26853, 1.19963, 0.17624], [0.85644, 0.58988, -0.62601], [2.21670, 2.06115, 0.12914], [-0.02517, 0.17277, 1.44124], [0.25977, 1.05611, -1.48919], [1.31756, -0.37792, -0.94278]],
  "forces_ev_per_angstrom": [[0.084, -0.384, 1.964], [-0.230, 0.583, -2.000], [-0.250, -1.451, -0.191], [0.803, 1.435, -4.838], [1.223, -0.455, 0.308], [-3.274, -0.463, 0.190], [-0.440, -0.592, -0.138], [0.815, 0.954, 3.199], [1.299, -0.769, 1.195], [-0.030, 1.141, 0.311]]
}

***

Number 1: gap between HOMO and LUMO 6.89 eV, DFT total energy -1732.11873 a.u.. Number 2: gap between HOMO and LUMO 9.08 eV, DFT total energy -878.49417 a.u..